[1]
The following is a quantum chemistry calculation of an isolated molecule of C3H3NS2 at a distorted geometry, from OMol25.

Bonds (Å) are listed after each position.
Geometry (Å):
1 S 2.6084 -0.7069 -1.0781  S2 2.069, C6 1.721
2 S 2.9035 -0.8276 0.9667  S1 2.069, C6 2.063
3 N 2.2836 2.8085 0.1696  C5 1.141
4 C 0.2478 -0.0389 -0.1234  C6 1.494, H7 1.108, H8 1.097, H9 1.074
5 C 2.0219 1.7078 0.0205  N3 1.141, C6 1.363
6 C 1.6755 0.4007 -0.1474  S1 1.721, S2 2.063, C4 1.494, C5 1.363
7 H -0.3695 0.2685 -0.9905  C4 1.108
8 H -0.1222 0.2183 0.8772  C4 1.097
9 H 0.4166 -1.0985 -0.1615  C4 1.074

Properties
- total charge = 0
- 2S+1 = 3
- ΔE to the lowest compared entry with this formula, charge and spin (kcal/mol) = 15.9
- frontier orbital gap (alpha / beta) (eV) = 6.1 / 7.4
- total energy (Ha) = -967.0961

=====

[2]
The following is a quantum chemistry calculation of a cluster of 2 separate species, C3H7NO in total at a distorted geometry, from OMol25.

Bonds (Å) are listed after each position.
Geometry (Å):
1 O 2.8413 0.6040 -0.6163  C3 1.210
2 N 2.1386 -1.1073 -1.9580  C3 1.361, H8 1.008, H9 1.006
3 C 2.5619 -0.5610 -0.7856  O1 1.210, N2 1.361, H7 1.103
4 C -2.7124 1.0707 1.6919  C5 1.322, H6 1.082, H12 1.082
5 C -1.8097 0.4485 0.9540  C4 1.322, H10 1.082, H11 1.080
6 H -2.5584 2.0094 2.2068  C4 1.082
7 H 2.5957 -1.2139 0.1029  C3 1.103
8 H 2.1579 -0.4891 -2.7538  N2 1.008
9 H 1.4269 -1.8165 -1.9157  N2 1.006
10 H -0.7888 0.8056 0.9193  C5 1.082
11 H -2.1562 -0.3834 0.3593  C5 1.080
12 H -3.6969 0.6330 1.7952  C4 1.082

Properties
- total charge = 0
- ΔE to the lowest compared entry with this formula, charge and spin (kcal/mol) = 37.0
- SMILES = NC=O.C=C
- frontier orbital gap (eV) = 11.0
- total energy (Ha) = -248.4675

=====

[3]
The following is a quantum chemistry calculation of a cluster of 2 separate species, C2H9NOSi in total at a distorted geometry, from OMol25.

Bonds (Å) are listed after each position.
Geometry (Å):
1 Si -2.1849 -0.3233 0.5667  H7 1.591, H8 1.472, H10 1.537, H13 1.426
2 O 1.3272 2.0314 0.1604  N3 1.232
3 N 1.4280 0.8453 -0.1559  O2 1.232, C4 1.268, C5 1.473
4 C 1.6130 -0.1730 0.5763  N3 1.268, H9 1.131, H14 1.141
5 C 1.2421 0.5258 -1.5822  N3 1.473, H6 1.068, H11 1.176, H12 1.058
6 H 1.2617 1.3964 -2.2001  C5 1.068
7 H -1.7937 -1.8424 0.3009  Si1 1.591
8 H -2.4926 0.2781 -0.7407  Si1 1.472
9 H 1.6057 0.0429 1.6864  C4 1.131
10 H -1.0060 0.0991 1.4578  Si1 1.537
11 H 0.1871 0.0088 -1.6197  C5 1.176
12 H 2.0876 -0.0621 -1.8256  C5 1.058
13 H -3.1537 -0.4948 1.5985  Si1 1.426
14 H 1.8351 -1.2107 0.1564  C4 1.141

Properties
- total charge = 0
- ΔE to the lowest compared entry with this formula, charge and spin (kcal/mol) = 149.1
- SMILES = C=[N+](C)[O-].[SiH4]
- frontier orbital gap (eV) = 9.7
- total energy (Ha) = -500.9211

=====

[4]
The following is a quantum chemistry calculation of a cluster of 6 separate species, C24H66N6O6 in total at a distorted geometry, from OMol25.

Bonds (Å) are listed after each position.
Geometry (Å):
1 O -0.3622 -1.6888 -1.5477  C26 1.409, C32 1.393
2 O -2.2613 2.6553 -1.0556  C20 1.443, C22 1.406
3 O 1.5232 -4.8838 -5.3168  C15 1.412, C28 1.408
4 O -1.4697 -6.0647 -1.4887  C25 1.411, C27 1.431
5 O 1.2385 4.5530 1.3059  C13 1.418, C16 1.391
6 O -0.6849 0.7263 5.0794  C23 1.429, C29 1.416
7 N 0.4536 1.8205 -0.5067  C21 1.455, H42 1.013, H75 1.016
8 N -0.1729 -6.1711 1.0605  C34 1.482, H44 1.019, H81 1.021
9 N -2.0664 3.1022 6.3453  C19 1.482, H38 1.019, H45 1.019
10 N 0.5626 -7.3826 -2.7728  C17 1.486, H55 1.029, H85 1.013
11 N 2.5733 3.9844 -1.3694  C24 1.480, H76 1.017, H77 1.012
12 N -2.7663 5.9198 0.6826  C36 1.448, H60 1.019, H62 1.014
13 C 2.3822 5.2094 0.7843  O5 1.418, C24 1.524, H40 1.094, H93 1.100
14 C 1.5501 -0.1886 0.2634  C21 1.523, H48 1.088, H49 1.096, H57 1.089
15 C 0.6099 -5.6969 -4.6109  O3 1.412, C17 1.516, H39 1.099, H98 1.097
16 C 0.6254 5.2233 2.3599  O5 1.391, H61 1.096, H63 1.089, H71 1.108
17 C 1.3943 -6.4079 -3.5256  N10 1.486, C15 1.516, C18 1.531, H79 1.092
18 C 2.4926 -7.2969 -4.1155  C17 1.531, H65 1.092, H70 1.089, H99 1.095
19 C -0.5973 2.9659 6.2110  N9 1.482, C29 1.520, C31 1.543, H54 1.091
20 C -2.3930 3.5672 0.0553  O2 1.443, C36 1.516, H52 1.091, H80 1.093
21 C 0.7175 0.4318 -0.8506  N7 1.455, C14 1.523, C32 1.548, H58 1.095
22 C -3.5134 2.1727 -1.4749  O2 1.406, H84 1.095, H92 1.093, H97 1.097
23 C -0.4136 1.3028 3.8001  O6 1.429, H64 1.091, H67 1.097, H96 1.088
24 C 3.1975 4.2293 -0.0499  N11 1.480, C13 1.524, C33 1.542, H43 1.089
25 C -2.8383 -6.0584 -1.8317  O4 1.411, H78 1.094, H82 1.094, H90 1.094
26 C 0.5007 -1.9960 -2.6189  O1 1.409, H66 1.091, H88 1.095, H89 1.094
27 C -0.9512 -4.8696 -0.8966  O4 1.431, C34 1.564, H59 1.091, H73 1.090
28 C 0.9240 -4.1450 -6.3550  O3 1.408, H68 1.096, H86 1.091, H101 1.094
29 C -0.1855 1.5035 6.1525  O6 1.416, C19 1.520, H41 1.095, H83 1.104
30 C -1.2059 5.5803 -1.0734  C36 1.536, H56 1.095, H100 1.088, H102 1.094
31 C 0.1141 3.7370 7.3419  C19 1.543, H37 1.088, H72 1.093, H91 1.090
32 C -0.5602 -0.3414 -1.2559  O1 1.393, C21 1.548, H53 1.095, H74 1.100
33 C 4.6233 4.7713 -0.2741  C24 1.542, H47 1.092, H51 1.094, H95 1.090
34 C -1.0203 -5.0231 0.6584  N8 1.482, C27 1.564, C35 1.495, H50 1.092
35 C -0.4717 -3.7797 1.2822  C34 1.495, H69 1.090, H87 1.094, H94 1.091
36 C -2.4654 5.0105 -0.4039  N12 1.448, C20 1.516, C30 1.536, H46 1.101
37 H 0.9645 4.3202 6.9961  C31 1.088
38 H -2.2960 2.8765 7.3120  N9 1.019
39 H -0.1439 -5.0529 -4.1359  C15 1.099
40 H 2.2072 6.1533 0.2597  C13 1.094
41 H -0.4999 0.9274 7.0287  C29 1.095
42 H -0.1446 2.3873 -1.0956  N7 1.013
43 H 3.2002 3.2664 0.4597  C24 1.089
44 H 0.7917 -5.8435 1.0777  N8 1.019
45 H -2.4850 2.3201 5.8432  N9 1.019
46 H -3.2133 5.1389 -1.2020  C36 1.101
47 H 5.2047 4.9977 0.6223  C33 1.092
48 H 2.4911 0.3582 0.2755  C14 1.088
49 H 1.8388 -1.1994 -0.0483  C14 1.096
50 H -2.0632 -5.1526 0.9549  C34 1.092
51 H 4.5918 5.7024 -0.8485  C33 1.094
52 H -1.4943 3.3313 0.6264  C20 1.091
53 H -1.2634 -0.2487 -0.4211  C32 1.095
54 H -0.3255 3.4910 5.2936  C19 1.091
55 H -0.2675 -6.9918 -2.3058  N10 1.029
56 H -1.4296 6.4998 -1.6238  C30 1.095
57 H 1.0404 -0.3536 1.2116  C14 1.089
58 H 1.3428 0.5153 -1.7453  C21 1.095
59 H -1.5244 -3.9838 -1.1748  C27 1.091
60 H -3.7367 5.8395 0.9845  N12 1.019
61 H -0.1178 4.5600 2.8173  C16 1.096
62 H -2.7456 6.8852 0.3733  N12 1.014
63 H 0.2575 6.2451 2.2758  C16 1.089
64 H -0.5817 0.4378 3.1574  C23 1.091
65 H 3.0241 -7.8278 -3.3236  C18 1.092
66 H 0.4219 -3.0797 -2.7169  C26 1.091
67 H 0.6613 1.4969 3.6947  C23 1.097
68 H 0.1630 -3.4293 -6.0247  C28 1.096
69 H -1.1819 -2.9686 1.1180  C35 1.090
70 H 3.1976 -6.7347 -4.7264  C18 1.089
71 H 1.3001 5.1549 3.2357  C16 1.108
72 H 0.4613 3.0615 8.1282  C31 1.093
73 H 0.1047 -4.7914 -1.1558  C27 1.090
74 H -1.0480 0.1637 -2.1032  C32 1.100
75 H -0.0403 1.9121 0.3762  N7 1.016
76 H 1.9511 3.1965 -1.2095  N11 1.017
77 H 2.0370 4.7854 -1.6761  N11 1.012
78 H -3.3200 -6.7681 -1.1531  C25 1.094
79 H 1.8022 -5.7900 -2.7224  C17 1.092
80 H -3.2371 3.3181 0.7033  C20 1.093
81 H -0.1409 -6.7911 0.2503  N8 1.021
82 H -3.3915 -5.1180 -1.7474  C25 1.094
83 H 0.9134 1.4317 6.0792  C29 1.104
84 H -3.3543 1.6008 -2.3951  C22 1.095
85 H 0.3318 -8.1115 -3.4373  N10 1.013
86 H 1.7368 -3.5581 -6.7841  C28 1.091
87 H -0.3943 -3.9809 2.3552  C35 1.094
88 H 0.2358 -1.5627 -3.5895  C26 1.095
89 H 1.5134 -1.7195 -2.3114  C26 1.094
90 H -2.8881 -6.3255 -2.8919  C25 1.094
91 H -0.5913 4.4074 7.8334  C31 1.090
92 H -4.1107 1.5044 -0.8487  C22 1.093
93 H 3.0181 5.4244 1.6559  C13 1.100
94 H 0.5469 -3.5764 0.9474  C35 1.091
95 H 5.2404 4.1210 -0.8941  C33 1.090
96 H -0.9831 2.2056 3.5875  C23 1.088
97 H -4.1240 3.0123 -1.8282  C22 1.097
98 H 0.1675 -6.4430 -5.2825  C15 1.097
99 H 2.0773 -8.1501 -4.6611  C18 1.095
100 H -0.3979 5.8278 -0.3877  C30 1.088
101 H 0.4776 -4.7288 -7.1657  C28 1.094
102 H -0.8612 4.9320 -1.8848  C30 1.094

Properties
- total charge = 0
- ΔE to the lowest compared entry with this formula, charge and spin (kcal/mol) = 54.3
- SMILES = COC[C@H](C)N.COC[C@H](C)N.COC[C@H](C)N.COC[C@H](C)N.COC[C@H](C)N.COC[C@H](C)N
- frontier orbital gap (eV) = 9.1
- total energy (Ha) = -1733.8097